(1)
Below is a cluster of 4 separate species, C4H13NOS2 in total in a non-equilibrium geometry, with properties calculated with ωB97M-V with the def2-TZVPD basis set.

Summary:
Max |F|: 4.4 eV Å⁻¹
Electronic energy: -1086.25910 hartree
Relative energy (zero: lowest compared OMol25 entry of this formula, charge and spin): 202.18 kcal/mol
HOMO: -9.362 eV
LUMO: -3.05 eV

Each line ends with the Löwdin charge.
Atoms and positions in Å:
S: 5.138096 -0.009571 1.170825  0.126
S: -2.941114 -0.295462 -0.413474  0.709
C: -1.326053 -1.088904 -0.196242  -0.623
C: -0.300201 0.131097 -0.323092  -0.308
N: 0.931964 -0.090497 0.466621  -0.044
C: 2.327345 0.365536 0.129816  -0.317
C: 2.766080 0.138661 -1.305562  -0.129
H: -2.586970 -0.211715 1.609678  0.225
H: -1.232691 -1.854955 -0.944660  0.040
H: -1.188578 -1.573067 0.823108  0.070
H: -0.991011 0.968372 0.008438  0.059
H: -0.023424 0.401635 -1.330196  0.089
H: 0.832823 0.388233 1.353351  0.099
H: 2.561450 1.417340 0.470411  0.117
H: 3.221623 -0.111403 0.624874  -0.107
H: 2.032496 0.363472 -2.074046  0.058
H: 3.176182 -0.889622 -1.389498  0.082
H: 3.734900 0.718726 -1.498797  0.089
H: -6.088348 0.575249 1.082102  0.014
H: -4.828162 0.338623 0.454989  -0.161
O: -5.216406 0.318260 1.281363  -0.089

Atoms 1-2, force components in eV/Å:
S -1.0 -0.1 -0.2
S 0.8 -0.6 4.3



(2)
Below is an isolated molecule of C3H8OS2 in a non-equilibrium geometry, with properties calculated with ωB97M-V with the def2-TZVPD basis set.

Summary:
Max |F|: 1.2 eV Å⁻¹
Electronic energy: -990.69433 hartree
Relative energy (zero: lowest compared OMol25 entry of this formula, charge and spin): 10.21 kcal/mol
SMILES string: OC[C@@H](S)CS
HOMO: -9.147 eV
LUMO: 0.52 eV

Each line ends with the Löwdin charge.
Atoms and positions in Å:
O: -0.472116 1.574025 -1.044144  -0.135
C: -0.717470 1.146330 0.281720  -0.338
C: -0.683608 -0.374313 0.445044  -0.693
S: -1.790391 -1.099404 -0.839528  0.747
C: 0.719254 -0.992288 0.454577  -0.559
S: 1.874251 -0.463801 -0.840869  0.763
H: 0.429559 1.257734 -1.234993  -0.009
H: -1.703851 1.428534 0.539224  0.094
H: -0.024005 1.631088 1.036782  0.140
H: -1.245911 -0.586404 1.386790  0.111
H: -1.027947 -0.603189 -1.867598  -0.109
H: 1.233493 -0.841200 1.382112  0.066
H: 0.553748 -2.046671 0.340082  0.048
H: 2.854997 -0.030435 -0.039197  -0.125

Atoms 1-2, force components in eV/Å:
O 0.5 0.0 0.4
C 1.1 0.0 0.5



(3)
Below is the ion C20H26NO2 with charge +1, with properties calculated with ωB97M-V with the def2-TZVPD basis set.

Summary:
Max |F|: 1.0 eV Å⁻¹
Electronic energy: -982.73234 hartree
Relative energy (zero: lowest compared OMol25 entry of this formula, charge and spin): 0.00 kcal/mol
SMILES string: Cc1ccc(OC[C@@H](O)C[N@@H+]2CCc3ccccc3C2)c(C)c1
HOMO: -11.567 eV
Charge: +1
LUMO: -2.20 eV

Each line ends with the Löwdin charge.
Atoms and positions in Å:
C: -5.281179 -4.091514 -0.852304  -0.041
C: -4.099182 -3.184085 -0.970660  -0.263
C: -2.989910 -3.355905 -0.148692  -0.031
C: -1.905986 -2.507298 -0.249800  -0.008
C: -1.921665 -1.475279 -1.176031  -0.221
O: -0.815790 -0.603342 -1.251255  -0.124
C: 0.288113 -1.123285 -1.977009  -0.111
C: 1.433641 -0.093947 -1.959248  -0.310
O: 1.065890 1.114709 -2.575344  -0.005
C: 1.894880 0.228424 -0.529362  -0.035
N: 0.794509 0.793155 0.288613  -0.081
C: 0.598267 2.252889 0.105525  -0.089
C: 1.815227 3.052262 0.557841  -0.100
C: 2.462307 2.503584 1.802372  -0.176
C: 3.493623 3.212953 2.407631  -0.022
C: 4.121422 2.723416 3.536745  -0.057
C: 3.729564 1.507262 4.073519  -0.061
C: 2.712054 0.789762 3.474654  -0.026
C: 2.075221 1.282042 2.341653  -0.164
C: 0.939837 0.502729 1.729546  -0.059
C: -3.016378 -1.271289 -2.009592  -0.192
C: -3.043815 -0.162041 -3.015939  -0.020
C: -4.093351 -2.139900 -1.884216  0.011
H: -4.971457 -5.100087 -0.590418  0.083
H: -5.945578 -3.731375 -0.066650  0.091
H: -5.844381 -4.122166 -1.781003  0.081
H: -2.974704 -4.158698 0.572256  0.118
H: -1.044489 -2.644237 0.388997  0.116
H: 0.631531 -2.068057 -1.535573  0.142
H: -0.011854 -1.323933 -3.013893  0.147
H: 2.289902 -0.549090 -2.481500  0.164
H: 0.854307 0.964932 -3.503502  0.120
H: 2.723382 0.934982 -0.566987  0.143
H: 2.246007 -0.692352 -0.061472  0.151
H: -0.062488 0.312364 -0.083209  0.148
H: -0.277232 2.533420 0.694039  0.148
H: 0.393672 2.440522 -0.948458  0.128
H: 2.561146 3.098067 -0.240630  0.127
H: 1.500400 4.081660 0.738500  0.137
H: 3.797622 4.159181 1.986406  0.122
H: 4.915053 3.288656 3.998665  0.112
H: 4.215907 1.119229 4.953992  0.112
H: 2.401484 -0.157599 3.889445  0.118
H: -0.000053 0.770286 2.224620  0.153
H: 1.095155 -0.569238 1.873250  0.141
H: -2.263610 0.568177 -2.815546  0.072
H: -2.900954 -0.563368 -4.019373  0.093
H: -4.007987 0.340127 -2.996259  0.089
H: -4.949839 -1.992728 -2.525605  0.128

Atoms 1-2, force components in eV/Å:
C -0.1 0.0 0.1
C 0.1 0.0 -0.1



(4)
Below is a structure of composition C15H37FN3O7PSi2 in a non-equilibrium geometry, with properties calculated with ωB97M-V with the def2-TZVPD basis set.

Summary:
Max |F|: 10.3 eV Å⁻¹
Electronic energy: -2304.71960 hartree
HOMO: -8.915 eV
LUMO: -0.96 eV

Each line ends with the Löwdin charge.
Atoms and positions in Å:
C: 7.205442 -2.377800 2.452639  -0.096
C: 6.482247 -2.230725 0.953158  -0.283
O: 6.611705 -0.811723 0.587585  -0.287
P: 5.103912 -0.117065 0.064281  0.773
O: 5.296509 1.480636 0.150636  -0.394
C: 3.599642 -0.522120 1.179972  -0.235
C: 2.220209 0.288163 0.768914  -0.257
C: 1.215142 -0.542364 -0.224916  -0.261
Si: -0.368137 -1.250827 0.657101  0.576
C: -1.194532 -2.558426 -0.489525  -0.294
C: -2.251663 -1.954770 -1.587742  -0.303
N: -2.976109 -3.175392 -2.192170  -0.075
O: 0.242901 -2.056024 2.137289  -0.448
Si: 0.950088 -3.617880 1.749945  0.574
C: -1.576994 0.132803 1.293028  -0.228
O: -2.909088 0.157422 1.029652  -0.066
N: -1.087656 1.287712 2.191171  0.098
C: -2.101313 2.415118 1.956917  -0.216
O: -2.969839 2.866489 2.865495  0.050
F: -2.037870 3.052043 0.597846  -0.020
O: 4.658729 -0.462272 -1.582411  -0.289
C: 5.824266 -0.704814 -2.445024  -0.288
C: 6.517554 0.637770 -3.079239  -0.111
H: 6.452210 -2.254192 3.339629  0.075
H: 7.762251 -3.400481 2.569276  0.078
H: 8.002651 -1.497322 2.572102  0.100
H: 5.386557 -2.650133 0.932483  0.105
H: 7.116411 -2.956321 0.248953  0.131
H: 3.886685 -0.139695 2.273729  0.130
H: 3.451690 -1.687196 1.289063  0.056
H: 2.525641 1.306652 0.226277  0.130
H: 1.633457 0.481448 1.782292  0.097
H: 1.858616 -1.388309 -0.739465  0.093
H: 0.889253 0.199796 -1.096064  0.105
H: -1.818391 -3.313039 0.192382  0.100
H: -0.422625 -3.229502 -1.102906  0.107
H: -3.103214 -1.281691 -1.139207  0.115
H: -1.716749 -1.431969 -2.515632  0.126
H: -2.318623 -3.987487 -2.051689  0.054
H: -3.752650 -3.368166 -1.490300  0.077
H: 0.045650 -4.541420 1.061996  -0.062
H: 1.464883 -4.208910 2.989665  -0.067
H: 2.122589 -3.463746 0.856677  -0.066
H: -0.194743 1.669539 1.776037  0.112
H: 5.422826 -1.340863 -3.372041  0.133
H: 6.677506 -1.345515 -1.965583  0.112
H: 5.891120 1.621089 -2.978444  0.090
H: 6.646886 0.443421 -4.249983  0.082
H: 7.630014 0.795830 -2.680628  0.092
C: -5.294722 2.198629 0.634680  -0.076
C: -5.574750 2.341634 -0.859496  -0.422
C: -6.111017 3.736479 -1.254901  -0.196
O: -7.491888 3.944272 -0.941543  -0.197
C: -7.735228 4.340615 0.399971  -0.109
N: -6.492168 1.271256 -1.277544  0.034
H: -6.208110 2.096456 1.227754  0.072
H: -4.690059 1.304091 0.825467  0.046
H: -4.736262 3.061599 1.012957  0.064
H: -4.619866 2.197274 -1.380182  0.133
H: -6.040143 3.826208 -2.346140  0.119
H: -5.491931 4.539778 -0.837945  0.117
H: -6.942406 4.984640 0.791956  0.090
H: -7.862709 3.460322 1.032840  0.073
H: -8.677156 4.899469 0.421943  0.087
H: -6.604585 1.316433 -2.291167  0.070
H: -7.422043 1.513074 -0.921876  0.071

Atoms 1-2, force components in eV/Å:
C 0.0 0.6 0.0
C 1.5 -2.0 1.3